{
  "formula": "C17H36F10NO6PS",
  "method": "ωB97M-V/def2-TZVPD",
  "species": ["C", "C", "C", "P", "C", "C", "C", "F", "F", "C", "F", "F", "C", "F", "F", "C", "F", "F", "F", "C", "N", "C", "C", "C", "C", "O", "S", "O", "O", "F", "H", "H", "H", "H", "H", "H", "H", "H", "H", "H", "H", "H", "H", "H", "H", "H", "H", "H", "H", "H", "H", "H", "H", "H", "C", "O", "H", "H", "H", "H", "C", "O", "H", "H", "H", "H", "C", "O", "H", "H", "H", "H"],
  "xyz": [[2.48, -1.81, 1.49], [1.55, -0.62, 1.12], [1.44, -0.33, -0.40], [-0.20, -0.57, -1.17], [-1.85, -0.40, -0.33], [-1.84, 0.51, 0.91], [-2.83, 0.11, 1.98], [-4.01, 0.69, 1.65], [-3.08, -1.20, 2.04], [-2.48, 0.67, 3.39], [-2.89, 1.94, 3.39], [-1.18, 0.71, 3.61], [-3.25, -0.02, 4.54], [-3.15, 0.79, 5.60], [-4.52, -0.09, 4.26], [-2.70, -1.42, 4.99], [-3.66, -2.30, 4.80], [-1.66, -1.81, 4.29], [-2.39, -1.45, 6.25], [-0.33, 1.25, -1.71], [0.77, 1.66, -2.59], [1.12, 3.06, -2.36], [-0.23, -1.16, -2.93], [-1.63, -1.09, -3.59], [-1.76, -2.32, -4.50], [-1.71, 0.07, -4.41], [-0.22, -2.80, -0.55], [1.01, -3.44, -0.90], [-0.52, -2.97, 0.84], [-1.45, -3.54, -1.35], [2.81, -2.35, 0.61], [1.99, -2.44, 2.21], [3.38, -1.42, 1.96], [2.00, 0.25, 1.60], [0.60, -0.79, 1.63], [1.86, 0.65, -0.59], [2.12, -1.03, -0.89], [-2.31, -1.37, -0.14], [-2.50, 0.06, -1.05], [-2.15, 1.50, 0.58], [-0.83, 0.66, 1.30], [-0.32, 1.93, -0.85], [-1.27, 1.45, -2.23], [0.48, 1.63, -3.57], [0.24, 3.71, -2.32], [1.63, 3.12, -1.39], [1.80, 3.41, -3.13], [0.06, -2.21, -2.98], [0.49, -0.63, -3.55], [-2.44, -1.16, -2.87], [-2.57, -2.19, -5.21], [-0.81, -2.46, -5.00], [-1.94, -3.21, -3.91], [-2.46, 0.61, -4.13], [2.17, 3.41, 1.71], [3.15, 2.63, 1.02], [1.33, 3.57, 1.03], [1.82, 2.88, 2.60], [2.59, 4.37, 2.00], [3.89, 2.49, 1.62], [1.51, -2.99, 5.80], [2.41, -3.41, 4.77], [1.72, -1.94, 6.02], [0.47, -3.08, 5.46], [1.65, -3.58, 6.70], [2.21, -4.33, 4.58], [2.97, 3.63, -6.31], [2.29, 2.52, -5.73], [3.71, 3.98, -5.60], [3.47, 3.33, -7.24], [2.27, 4.44, -6.52], [1.63, 2.22, -6.36]],
  "lowdin_charge": [-0.084, -0.263, -0.241, 0.875, -0.244, -0.091, -0.449, 0.118, 0.155, -0.391, 0.160, 0.176, -0.390, 0.165, 0.209, -0.592, 0.190, 0.191, 0.211, -0.333, -0.147, -0.120, -0.220, -0.456, -0.041, -0.044, 0.555, -0.328, -0.333, -0.247, 0.060, 0.057, 0.069, 0.081, 0.069, 0.075, 0.091, 0.073, 0.083, 0.131, 0.102, 0.079, 0.086, 0.082, 0.081, 0.058, 0.065, 0.063, 0.104, 0.126, 0.081, 0.088, 0.075, 0.094, -0.152, -0.135, 0.066, 0.075, 0.078, 0.080, -0.155, -0.128, 0.078, 0.064, 0.075, 0.077, -0.157, -0.136, 0.077, 0.076, 0.076, 0.075],
  "orbital_gap_ha": 0.3252,
  "lumo_energy_ev": 0.27,
  "smiles": "CCCP(CCC(F)(F)C(F)(F)C(F)(F)C(F)(F)F)(CNC)(C[C@H](C)O)S(=O)(=O)F.CO.CO.CO"
}